# 1
{"formula": "C4H14NOS", "method": "ωB97M-V/def2-TZVPD", "symbols": ["C", "C", "C", "S", "C", "N", "H", "H", "H", "H", "H", "H", "H", "H", "H", "H", "H", "H", "H", "H", "O"], "coordinates": [[-0.566, -1.096, -0.098], [-1.606, -0.471, -0.986], [-1.986, 0.971, -0.432], [-0.568, 2.095, -0.270], [-0.285, 2.232, 1.513], [0.872, -0.610, -0.387], [-0.575, -2.182, -0.036], [-0.683, -0.795, 0.975], [-1.326, -0.295, -2.047], [-2.474, -1.150, -1.069], [-2.720, 1.412, -1.127], [-2.375, 0.905, 0.582], [-0.422, 3.265, 1.820], [-1.100, 1.683, 1.971], [0.656, 1.779, 1.825], [1.530, -0.928, 0.345], [0.646, 0.541, -0.485], [1.188, -1.138, -1.202], [3.835, -1.844, -1.070], [4.361, -2.181, 0.383], [3.598, -2.192, -0.203]], "mulliken_charge": [-0.724, -0.520, -0.630, -0.116, -0.744, -0.295, 0.462, 0.341, 0.322, 0.331, 0.377, 0.392, 0.343, 0.272, 0.279, 0.361, 0.213, 0.323, 0.334, 0.330, -0.651], "total_charge": 1, "energy_ev": -18741.252, "orbital_gap_ev": 10.3, "lumo_ev": -2.92, "e_homo_ev": -13.2, "relative_energy_ev": 0.936}

---

# 2
{"formula": "C4H14NOSi", "method": "ωB97M-V/def2-TZVPD", "symbols": ["C", "C", "C", "C", "N", "O", "Si", "H", "H", "H", "H", "H", "H", "H", "H", "H", "H", "H", "H", "H", "H"], "coordinates": [[2.068, 0.559, -2.063], [1.336, 0.754, -0.620], [0.038, -0.148, -0.574], [-0.730, -0.219, 0.742], [-1.267, 1.158, 1.107], [0.295, -0.623, 1.783], [-1.818, -1.798, 1.028], [2.360, -0.355, -2.253], [3.068, 1.169, -2.112], [1.331, 0.854, -2.820], [0.975, 1.801, -0.429], [1.985, 0.560, 0.134], [-0.615, 0.258, -1.389], [0.147, -1.114, -0.928], [-1.509, 1.250, 2.041], [-0.563, 1.888, 1.044], [-2.036, 1.600, 0.510], [1.133, -0.754, 1.321], [-1.419, -2.943, 0.183], [-3.320, -1.619, 0.916], [-1.458, -2.276, 2.378]], "mulliken_charge": [-1.313, -0.415, -1.636, 0.658, -0.268, -0.508, 0.364, 0.459, 0.316, 0.337, 0.255, 0.581, 0.493, 0.478, 0.356, 0.321, 0.410, 0.336, -0.071, -0.086, -0.067], "total_charge": 1, "energy_ev": -15781.388, "orbital_gap_ev": 11.1, "lumo_ev": -3.74, "e_homo_ev": -14.9, "relative_energy_ev": 3.058}

---

# 3
{"formula": "C4H14NS", "method": "ωB97M-V/def2-TZVPD", "symbols": ["C", "C", "S", "H", "H", "H", "H", "H", "H", "C", "C", "N", "H", "H", "H", "H", "H", "H", "H", "H"], "coordinates": [[-0.221, -1.249, 2.388], [-1.596, -1.041, 1.745], [1.105, -0.290, 1.466], [-0.232, -0.784, 3.365], [0.056, -2.295, 2.328], [-2.195, -1.818, 2.237], [1.079, 0.803, 2.244], [-1.679, -1.375, 0.704], [-1.914, -0.015, 1.831], [-0.578, 0.793, -2.153], [-0.324, 2.076, -2.930], [0.569, -0.088, -1.768], [-0.983, 1.151, -1.200], [-1.379, 0.276, -2.674], [0.310, 1.982, -3.821], [0.267, 2.840, -2.415], [0.426, -1.008, -2.191], [1.427, 0.366, -2.060], [0.567, -0.280, -0.744], [-1.316, 2.423, -3.196]], "mulliken_charge": [-0.437, -0.947, -0.296, 0.344, 0.344, 0.333, 0.184, 0.279, 0.309, -0.121, -1.284, -0.068, 0.206, 0.304, 0.389, 0.395, 0.410, 0.380, -0.061, 0.335], "total_charge": 1, "energy_ev": -16693.532, "orbital_gap_ev": 9.8, "lumo_ev": -3.27, "e_homo_ev": -13.1, "relative_energy_ev": 0.659}

---

Repeat the first record exactly.
{"formula": "C4H14NOS", "method": "ωB97M-V/def2-TZVPD", "symbols": ["C", "C", "C", "S", "C", "N", "H", "H", "H", "H", "H", "H", "H", "H", "H", "H", "H", "H", "H", "H", "O"], "coordinates": [[-0.566, -1.096, -0.098], [-1.606, -0.471, -0.986], [-1.986, 0.971, -0.432], [-0.568, 2.095, -0.270], [-0.285, 2.232, 1.513], [0.872, -0.610, -0.387], [-0.575, -2.182, -0.036], [-0.683, -0.795, 0.975], [-1.326, -0.295, -2.047], [-2.474, -1.150, -1.069], [-2.720, 1.412, -1.127], [-2.375, 0.905, 0.582], [-0.422, 3.265, 1.820], [-1.100, 1.683, 1.971], [0.656, 1.779, 1.825], [1.530, -0.928, 0.345], [0.646, 0.541, -0.485], [1.188, -1.138, -1.202], [3.835, -1.844, -1.070], [4.361, -2.181, 0.383], [3.598, -2.192, -0.203]], "mulliken_charge": [-0.724, -0.520, -0.630, -0.116, -0.744, -0.295, 0.462, 0.341, 0.322, 0.331, 0.377, 0.392, 0.343, 0.272, 0.279, 0.361, 0.213, 0.323, 0.334, 0.330, -0.651], "total_charge": 1, "energy_ev": -18741.252, "orbital_gap_ev": 10.3, "lumo_ev": -2.92, "e_homo_ev": -13.2, "relative_energy_ev": 0.936}